C9H18F2HfO3 as an isolated structure in a non-equilibrium geometry, computed with ωB97M-V/def2-TZVPD.

```
33
Properties=species:S:1:pos:R:3:forces:R:3
Hf -7.28150 17.78624 4.27071 -9.113 0.618 -7.294
F -9.06872 18.60289 2.97100 3.872 -1.561 2.824
F -9.26718 16.59021 5.13586 4.903 2.489 -1.247
C -6.85582 19.01347 0.12666 0.458 -0.369 1.002
C -5.86933 18.14359 0.93324 -1.697 0.445 -1.643
O -6.00834 18.08366 2.16416 0.008 -0.726 1.986
C -4.90781 17.30974 0.11671 -0.435 0.727 0.839
H -7.54508 19.53332 0.79208 0.097 -0.223 -0.104
H -7.43653 18.36299 -0.52737 0.047 -0.231 -0.022
H -6.35114 19.71405 -0.53861 0.251 -0.043 0.029
H -3.91533 17.72790 0.28471 0.283 -0.278 0.094
H -5.12578 17.40541 -0.94699 -0.080 -0.097 0.174
H -4.97512 16.27994 0.46755 0.318 -0.026 -0.061
C -7.66553 13.76919 1.92913 0.361 1.250 -0.773
C -8.12792 15.21428 1.67012 0.207 -3.184 0.262
O -7.87189 16.11810 2.44301 1.164 2.328 2.178
C -8.98165 15.44232 0.48749 -0.849 1.665 0.064
H -8.53360 13.21526 2.28650 0.088 -0.138 0.052
H -6.78924 13.67750 2.57085 -0.374 0.209 0.392
H -7.34402 13.37556 0.96488 -0.342 -0.285 -0.090
H -9.92611 14.89837 0.50166 0.325 -0.710 0.081
H -8.48519 15.31986 -0.47513 0.098 -0.296 0.145
H -9.33686 16.46711 0.59580 0.149 0.271 -0.370
C -5.41787 21.81299 3.19912 -0.577 1.243 -0.722
C -6.78788 21.22756 2.98031 2.399 1.817 -0.697
O -6.99751 20.28072 3.67874 -1.870 -5.292 2.867
C -7.63983 21.78761 1.90273 -0.398 0.353 0.178
H -5.59846 22.88317 3.09815 0.774 0.226 0.026
H -4.76679 21.48460 2.38897 0.048 0.153 -0.199
H -4.93068 21.58452 4.14704 -0.457 -0.149 -0.040
H -7.11155 21.53694 0.98285 -0.054 0.206 -0.157
H -7.64244 22.87528 1.97400 0.166 0.039 -0.005
H -8.68255 21.47474 1.84852 0.231 -0.431 0.232
```
Positions in Å, forces in eV/Å.

spin multiplicity	1
total energy	-826.47986	Ha
Kohn-Sham gap	6.87	eV
lowest unoccupied orbital energy	-10.5848	eV
total charge	+2
ΔE to the lowest compared entry with this formula, charge and spin	12.1	kcal per mole

=====

C9H18F9O12S6Zn as an isolated structure in a non-equilibrium geometry, computed with ωB97M-V/def2-TZVPD.

```
55
Properties=species:S:1:pos:R:3:forces:R:3
Zn 0.20706 -0.12348 0.12805 0.444 -0.073 0.260
C 3.13055 0.56264 3.29767 0.429 0.162 -2.212
F 4.26376 0.50456 3.99550 -0.129 -0.024 0.454
F 2.18343 -0.15830 3.87363 -0.155 -0.205 0.577
F 2.72526 1.84107 3.25170 -0.038 0.003 0.273
S 3.46515 -0.08564 1.54336 -0.071 -1.540 -0.196
O 2.13341 -0.08749 0.90583 1.078 0.457 0.830
O 4.40147 0.82711 0.92560 -0.340 0.356 0.308
O 3.99252 -1.41983 1.79786 -0.529 1.078 0.083
C 0.03236 4.49406 0.58794 -1.841 -1.385 -1.029
F 1.19511 4.51428 -0.03061 0.669 0.148 0.211
F 0.14644 4.53319 1.89727 0.564 0.072 0.415
F -0.67793 5.55365 0.19342 0.048 0.427 0.040
S -0.94951 2.95198 0.04659 -1.853 -0.333 -1.857
O -0.00305 1.85389 0.18541 0.583 0.823 0.639
O -2.11991 2.87882 0.92094 1.116 0.326 -0.247
O -1.29877 3.14768 -1.37991 0.694 0.479 1.747
C 0.06681 -4.01273 -1.57019 0.412 -0.286 1.475
F -1.04602 -3.37422 -1.96282 0.112 0.043 -0.419
F -0.15418 -5.32901 -1.70650 -0.103 0.045 -0.004
F 1.09408 -3.70867 -2.35907 -0.147 0.382 -0.598
S 0.49651 -3.53945 0.20153 1.198 -0.526 -0.482
O 1.86076 -3.96642 0.38418 -0.450 0.114 -0.362
O 0.32346 -2.09721 0.13156 -0.276 -0.997 -0.002
O -0.46928 -4.25211 0.98890 -0.788 0.132 0.323
C -0.67230 -2.13240 3.99592 -0.054 -0.244 -0.098
S -1.51667 -1.12161 2.76497 -0.155 0.401 -0.228
O -0.50450 -0.29284 2.00114 -0.643 -0.349 1.601
C -2.25637 0.08105 3.90108 0.244 0.196 -0.062
H -1.39242 -2.66853 4.61913 -0.372 0.345 -0.135
H -0.04821 -1.51401 4.63680 0.309 -0.068 -0.227
H -0.16233 -2.93014 3.45402 0.413 0.347 -0.065
H -2.73406 0.83224 3.27323 -0.047 -0.056 -0.030
H -1.47805 0.57526 4.48376 0.166 -0.095 -0.131
H -2.97325 -0.36637 4.58835 -0.048 -0.239 -0.202
C 2.65621 1.86786 -2.47615 -0.616 0.364 -1.349
S 2.30716 0.08717 -2.57211 0.058 0.149 1.139
O 1.13753 -0.07794 -1.64612 0.136 -0.139 -1.361
C 1.57644 -0.12559 -4.21775 -0.378 1.116 0.184
H 1.75241 2.41760 -2.75674 -0.179 -0.219 0.160
H 3.40006 2.14026 -3.22868 0.265 -0.192 0.204
H 2.94279 2.20465 -1.48397 0.182 -0.646 0.187
H 0.68187 0.50069 -4.26675 -0.033 -0.037 0.155
H 1.27677 -1.16560 -4.30976 0.277 -0.094 0.038
H 2.23995 0.21704 -5.01106 0.255 -0.317 0.081
C -2.89912 -1.09295 -3.02356 0.500 0.091 0.180
S -3.05894 -0.52651 -1.29721 0.938 0.000 0.079
O -1.64412 -0.37316 -0.78499 -1.573 0.053 -0.643
C -3.69999 1.12305 -1.65286 0.400 0.432 -0.203
H -2.00687 -0.66021 -3.48104 -0.162 0.556 0.201
H -3.80384 -0.80165 -3.55186 -0.013 -0.208 -0.107
H -2.68062 -2.15927 -3.05652 -0.555 -0.048 0.276
H -3.69255 1.74790 -0.75911 0.070 -0.370 0.246
H -4.71672 1.07372 -2.04212 0.018 -0.279 -0.044
H -3.02976 1.63192 -2.34785 -0.026 -0.128 -0.078
```
Positions in Å, forces in eV/Å.

spin multiplicity	1
total energy	-6324.00874	Ha
Kohn-Sham gap	8.51	eV
lowest unoccupied orbital energy	2.0576	eV
total charge	-1
ΔE to the lowest compared entry with this formula, charge and spin	13.2	kcal per mole

=====

C9H18FMnN3O5 as an isolated structure in a non-equilibrium geometry, computed with ωB97M-V/def2-TZVPD.

```
37
Properties=species:S:1:pos:R:3:forces:R:3
Mn 11.23829 7.94604 6.19974 -0.424 0.969 0.263
O 13.51492 5.34869 4.56006 3.086 -3.044 -4.417
C 12.80552 6.18136 5.16795 -2.166 1.026 3.677
O 12.16762 6.98042 4.46642 -0.861 1.509 -0.235
O 12.76232 6.07578 6.42856 -0.529 1.014 0.025
H 13.88734 4.67324 5.10426 0.225 -0.360 1.001
F 10.02207 9.57846 6.15540 0.683 -1.082 -0.074
C 10.85260 8.16867 11.17761 0.922 0.707 -0.619
C 11.05015 8.04563 9.70608 -0.308 -0.188 0.478
N 11.20352 7.95949 8.57187 -0.093 -0.003 0.514
H 11.14003 9.18520 11.44368 -0.182 0.230 -0.108
H 11.59641 7.57652 11.71764 -0.467 -0.411 -0.184
H 9.82562 8.03405 11.50802 0.106 -0.374 -0.205
C 14.41416 9.26782 6.74966 1.075 0.493 1.022
O 13.21405 9.15024 6.58985 0.035 -0.251 -0.600
N 15.43325 9.08330 5.88494 -1.476 -1.388 -2.121
C 16.83836 9.11946 6.18546 -0.049 -0.618 0.681
C 15.11008 8.48392 4.54238 -0.316 0.199 0.762
H 14.80666 9.61188 7.72640 -0.069 -0.020 -0.013
H 17.01123 9.14221 7.25563 -0.105 0.663 0.275
H 17.34210 9.92617 5.65841 0.118 0.005 0.067
H 17.26984 8.14920 5.93707 0.126 0.074 -0.499
H 15.40992 7.44704 4.42828 0.760 -0.190 0.482
H 14.03146 8.35850 4.43992 0.019 0.866 -0.172
H 15.59143 9.05789 3.75064 -0.310 0.131 0.024
C 8.38488 6.30629 6.15735 1.062 1.383 -0.376
O 9.57519 6.50180 6.39099 0.192 -0.314 0.059
N 7.75156 5.22616 6.56677 -0.891 -1.712 0.437
C 6.35724 4.89578 6.26713 0.165 1.548 0.437
C 8.46471 4.13313 7.23372 -0.010 -0.083 0.865
H 7.85048 7.08721 5.59166 -0.448 -0.437 0.187
H 5.86957 4.57025 7.15933 0.123 -1.337 0.683
H 6.28881 4.21727 5.43408 -0.332 -0.232 -0.188
H 5.72543 5.77964 6.19053 0.468 0.461 -1.128
H 8.71302 3.27686 6.59463 -0.166 0.374 -0.151
H 9.35422 4.45131 7.75592 0.481 0.513 -0.513
H 7.86947 3.77436 8.07668 -0.447 -0.124 -0.337
```
Positions in Å, forces in eV/Å.

spin multiplicity	6
total energy	-2145.15834	Ha
Kohn-Sham gap (spin up / spin down)	8.45 / 9.66	eV
lowest unoccupied orbital energy (spin up / spin down)	0.5418 / 0.5415	eV
total charge	0
<S²>	8.752
ΔE to the lowest compared entry with this formula, charge and spin	3.2	kcal per mole

=====

The molecule C9H18FN in a non-equilibrium geometry, computed with ωB97M-V/def2-TZVPD.

```
29
Properties=species:S:1:pos:R:3:forces:R:3
C -0.56132 0.92645 -0.90379 -0.500 3.247 3.181
C -1.72146 0.43971 0.06886 -1.731 -0.273 -2.243
C -2.20718 -0.94095 -0.31177 3.430 1.035 0.257
C 0.11925 -1.13135 -1.15979 -2.914 0.481 -1.561
C -2.80002 1.49720 -0.14975 -0.443 -0.803 -0.351
C -2.23121 -2.01767 0.71691 -0.200 1.120 1.078
C 3.84175 0.65623 1.07436 1.520 -0.117 -1.590
C 2.92231 0.30364 -0.09843 1.196 -0.803 -0.267
C 1.50099 0.11482 0.43681 -1.675 1.568 -0.254
N 0.54709 0.10197 -0.72372 1.798 -2.131 0.405
F 0.85312 -2.21078 -0.91339 0.328 -0.160 0.345
H -0.85652 0.80796 -1.90494 -0.801 0.102 -1.347
H -0.44522 2.10141 -0.69982 0.476 -2.626 -0.469
H -1.41405 0.40192 1.09426 0.546 0.293 0.595
H -2.82620 -1.02143 -1.18634 -0.202 -0.047 -0.318
H -0.34640 -1.10454 -2.18441 0.982 -0.392 0.973
H -3.61683 1.35443 0.52759 -0.777 -0.256 0.183
H -3.16394 1.49348 -1.20081 0.160 -0.064 0.665
H -2.43308 2.45884 0.07744 0.569 1.402 0.100
H -1.70468 -2.83528 0.31665 1.274 -1.246 0.101
H -3.20168 -2.46813 0.86663 -0.744 0.288 0.454
H -1.80374 -1.61727 1.70581 -0.543 -0.977 -1.380
H 3.87456 -0.14292 1.79750 -0.143 -0.086 0.446
H 4.82575 0.68889 0.59730 0.334 -0.230 0.340
H 3.81097 1.63069 1.52779 -0.899 0.395 0.307
H 3.36641 -0.65809 -0.50505 -0.960 0.544 0.640
H 3.12760 0.93345 -1.02874 -1.123 -0.061 1.547
H 1.40166 -0.79812 1.12270 0.126 1.180 -1.140
H 1.14206 1.03544 1.04014 0.922 -1.383 -0.698
```
Positions in Å, forces in eV/Å.

spin multiplicity	1
total energy	-508.18148	Ha
Kohn-Sham gap (spin up / spin down)	7.56 / 7.43	eV
lowest unoccupied orbital energy (spin up / spin down)	0.9977 / 1.0011	eV
total charge	0
ΔE to the lowest compared entry with this formula, charge and spin	71.7	kcal per mole

=====

Q: The highest ΔE to the lowest compared entry with this formula, charge and spin belongs to which entry?
A: C9H18FN

=====

Q: Look up the total charge of the first one.
A: +2